C39H106N9O10Pd as an isolated structure. Source: the Open Molecules 2025 dataset; level of theory: the ωB97M-V functional and the def2-TZVPD basis.

Properties
Spin multiplicity: 3
HOMO-LUMO gap (alpha / beta) (eV): 8.20 / 6.34
Energy above the lowest of the compared OMol25 structures with the same formula, charge and spin (kcal/mol): 108.0
Total charge: +1

Each line ends with the Mulliken spin population.
Cartesian coordinates (Å):
Pd1 -0.1710 3.5006 1.8624  1.215
C1 -0.2586 -0.3332 0.2881  -0.033
C2 0.5645 0.9132 -0.1484  0.002
C3 1.1363 0.6422 -1.5773  0.073
O1 -0.0682 2.1251 0.0855  0.650
H1 -0.6179 -0.2571 1.3144  0.023
H2 0.3202 -1.2551 0.2326  -0.008
H3 -1.1423 -0.4449 -0.3401  -0.001
H4 1.4325 0.9647 0.5088  -0.055
H5 0.3105 0.3493 -2.2257  0.007
H6 1.9324 -0.1021 -1.5959  -0.002
H7 1.5325 1.5692 -1.9917  0.002
C4 4.5103 1.9104 -0.8217  -0.002
C5 5.9021 2.5749 -0.5162  0.000
C6 6.7061 1.9850 0.6056  0.000
O2 6.2566 2.3766 1.9038  0.000
C7 6.5162 1.4670 2.9023  0.000
N1 6.6013 2.5938 -1.8024  0.000
H8 4.5013 0.8417 -1.0362  0.001
H9 3.9713 2.3614 -1.6549  0.000
H10 3.8668 1.7732 0.0473  0.002
H11 5.7302 3.6363 -0.3375  0.000
H12 7.7182 2.3698 0.4805  0.000
H13 6.7999 0.9140 0.4265  0.000
H14 7.5732 1.2325 3.0288  0.000
H15 5.9793 0.5193 2.8609  0.000
H16 6.1031 1.8932 3.8166  0.000
H17 6.5306 1.7291 -2.3194  0.000
H18 7.5881 2.6994 -1.6148  0.000
C8 -2.7424 -1.9285 3.3009  0.000
C9 -2.0114 -1.7547 4.6615  0.000
C10 -1.5648 -3.1174 5.1947  0.000
O3 -2.6283 -4.0971 5.2533  0.000
C11 -3.7890 -3.7619 6.0212  0.000
N2 -0.9508 -0.8945 4.2190  0.002
H19 -2.2553 -2.4266 2.4626  0.000
H20 -3.1605 -1.0927 2.7398  0.000
H21 -3.5971 -2.5721 3.5094  0.000
H22 -2.6221 -1.1409 5.3237  0.001
H23 -1.2366 -3.0757 6.2333  0.000
H24 -0.7658 -3.6422 4.6709  0.000
H25 -4.3729 -2.9145 5.6620  0.000
H26 -3.4230 -3.6066 7.0361  0.000
H27 -4.3335 -4.7055 6.0562  0.000
H28 -0.5350 -0.5668 5.0791  0.000
H29 -0.2641 -1.5266 3.8329  0.000
C12 -3.7390 1.8051 3.9653  0.007
C13 -2.7932 2.2429 2.8331  -0.026
C14 -3.0396 3.7726 2.4271  0.014
O4 -2.2009 4.1262 1.3080  -0.022
C15 -2.4482 5.3703 0.8308  0.002
N3 -1.3878 2.0136 3.2790  0.101
H30 -4.7766 1.8342 3.6327  0.000
H31 -3.6572 2.3678 4.8953  0.001
H32 -3.4251 0.7757 4.1381  -0.003
H33 -3.0622 1.6041 1.9919  0.002
H34 -2.8107 4.4055 3.2845  0.004
H35 -4.0834 3.8910 2.1366  0.004
H36 -1.7171 5.5164 0.0357  0.003
H37 -2.2349 6.0888 1.6222  0.007
H38 -3.4630 5.5829 0.4947  0.003
H39 -1.2799 1.0094 3.2706  -0.030
H40 -1.3055 2.3210 4.2376  0.002
C16 -0.4221 3.6959 -5.1418  0.000
C17 0.2973 3.4551 -3.8168  -0.003
C18 1.7693 3.8450 -3.7705  -0.001
O5 2.5311 3.2721 -4.8460  0.000
C19 2.7167 1.8388 -4.8516  0.000
N4 -0.5422 3.9595 -2.7651  0.004
H41 -0.0379 3.0273 -5.9122  0.000
H42 -0.3228 4.7389 -5.4422  0.000
H43 -1.4990 3.5418 -5.0730  0.000
H44 0.2701 2.3903 -3.5853  0.001
H45 2.2347 3.5517 -2.8294  0.000
H46 1.7657 4.9343 -3.8071  0.000
H47 3.2127 1.5347 -3.9298  0.000
H48 3.3732 1.6060 -5.6901  0.000
H49 1.7867 1.3032 -5.0422  0.000
H50 -1.4962 3.6321 -2.8188  0.001
H51 -0.1195 3.5951 -1.9233  -0.021
C20 -2.9761 0.8215 -2.8869  -0.001
C21 -3.7099 1.7571 -1.9270  0.000
C22 -4.2009 0.9247 -0.6934  0.003
O6 -4.9298 1.8121 0.1480  0.000
C23 -5.8803 1.2031 1.0246  0.000
N5 -2.7773 2.8012 -1.5804  -0.001
H52 -3.7222 0.2109 -3.3953  0.000
H53 -2.2670 0.2283 -2.3095  0.000
H54 -2.4298 1.4393 -3.5997  0.000
H55 -4.5389 2.3115 -2.3670  0.001
H56 -3.3490 0.4743 -0.1839  -0.005
H57 -4.8794 0.1424 -1.0338  0.000
H58 -5.4687 0.4030 1.6398  0.000
H59 -6.6785 0.7098 0.4700  0.000
H60 -6.3753 2.0208 1.5484  0.000
H61 -2.9983 3.0006 -0.6153  -0.001
H62 -1.9334 2.2899 -1.3652  -0.002
C24 3.5773 -6.3848 -2.9862  0.000
C25 2.1662 -6.1892 -3.4322  0.000
C26 1.8027 -4.7383 -3.8833  0.000
O7 1.4947 -3.8697 -2.8585  -0.001
C27 0.5703 -2.8029 -3.1740  -0.001
N6 1.8805 -7.1383 -4.5022  0.000
H63 4.3600 -6.0638 -3.6736  0.000
H64 3.7483 -7.4470 -2.8114  0.000
H65 3.7017 -5.9086 -2.0137  0.000
H66 1.4268 -6.3791 -2.6542  0.000
H67 0.9733 -4.8835 -4.5755  0.000
H68 2.5347 -4.3557 -4.5946  0.000
H69 0.4126 -2.1045 -2.3521  0.001
H70 -0.3884 -3.2450 -3.4453  0.000
H71 0.8600 -2.1692 -4.0121  0.000
H72 0.8791 -7.1602 -4.6324  0.000
H73 1.9243 -8.0509 -4.0716  0.000
C28 3.0512 5.4919 -0.6097  0.006
C29 2.1745 4.6063 0.2765  -0.039
C30 2.8224 4.0375 1.5372  0.005
O8 1.9471 3.0880 2.1323  0.022
C31 2.6164 2.3381 3.1803  0.011
N7 0.8589 5.2114 0.4999  0.071
H74 2.5599 5.7751 -1.5406  -0.001
H75 4.0204 5.0226 -0.7786  0.000
H76 3.1976 6.4588 -0.1281  0.000
H77 2.0860 3.7072 -0.3333  0.006
H78 2.9992 4.8311 2.2630  0.000
H79 3.8496 3.7151 1.3671  0.001
H80 3.4677 1.8037 2.7586  -0.001
H81 1.8612 1.5907 3.4237  -0.002
H82 2.9367 2.7722 4.1274  0.002
H83 0.6074 5.6526 -0.3732  0.001
H84 1.0831 5.9687 1.1294  0.001
C32 3.8416 -1.4060 0.5963  0.001
C33 4.1446 -2.8685 0.8712  0.001
C34 2.9616 -3.7418 0.4300  0.000
O9 1.9285 -3.3426 1.3582  0.000
C35 0.5969 -3.7937 1.0859  0.000
N8 5.4138 -3.1543 0.2241  0.000
H85 2.9610 -1.1605 1.1898  -0.001
H86 3.7039 -1.2773 -0.4773  -0.001
H87 4.5742 -0.6651 0.9165  0.001
H88 4.3088 -2.9274 1.9471  0.000
H89 3.1333 -4.7933 0.6600  0.000
H90 2.7654 -3.4764 -0.6088  0.000
H91 0.5952 -4.8835 1.1076  0.000
H92 0.3172 -3.4945 0.0758  0.000
H93 -0.1863 -3.3962 1.7314  0.000
H94 5.3039 -3.1143 -0.7791  0.000
H95 6.1350 -2.4562 0.3362  0.000
C36 -3.8283 -2.6308 -0.1009  0.000
C37 -5.3654 -2.8226 0.1329  0.000
C38 -5.9301 -4.0964 -0.5189  0.000
O10 -5.8286 -3.9126 -1.9268  0.000
C39 -6.6488 -4.7987 -2.6749  0.000
N9 -5.4710 -2.9797 1.5649  0.000
H96 -3.2403 -3.4018 0.3969  0.000
H97 -3.4767 -1.6482 0.2140  0.000
H98 -3.5815 -2.7716 -1.1532  0.000
H99 -5.9698 -1.9492 -0.1118  0.000
H100 -6.9349 -4.2287 -0.1178  0.000
H101 -5.2518 -4.9187 -0.2909  0.000
H102 -7.7171 -4.7475 -2.4644  0.000
H103 -6.2262 -5.8010 -2.6054  0.000
H104 -6.5853 -4.4490 -3.7053  0.000
H105 -6.3234 -3.4621 1.8113  0.000
H106 -4.7342 -3.5357 1.9749  0.000